No. 1
ORCA calculation (ωB97M-V with the def2-TZVPD basis set) on CH4BClS in the gas phase at a distorted geometry.

Geometry as XYZ:
```
8
CH4BClS ωB97M-V with the def2-TZVPD basis set
B 0.53 0.56 0.00
C -0.78 -0.31 0.00
S -2.17 0.90 0.00
Cl -3.74 -0.40 0.00
H 1.01 0.89 -1.01
H 1.01 0.90 1.01
H -0.91 -0.92 -0.89
H -0.91 -0.92 0.89
```

<S²>: 2.007
Charge: 0
Lowest unoccupied orbital energy (spin up / spin down) (eV): 0.054 / -2.856
HOMO-LUMO gap (spin up / spin down) (eV): 6.61 / 8.17
Multiplicity: 3
HOMO (spin up / spin down) (eV): -6.56 / -11.02
ΔE to the lowest compared entry with this formula, charge and spin (kJ/mol): 21.8

Mulliken atomic charge list, values in e, 2 entries: number 1, B, carries 0.162; number 2, C, carries -0.540

No. 2
ORCA calculation (ωB97M-V with the def2-TZVPD basis set) on 2 unconnected molecules or ions with the total composition CH4BrClSi at a distorted geometry.

Geometry as XYZ:
```
8
CH4BrClSi ωB97M-V with the def2-TZVPD basis set
C -0.53 -0.26 1.40
Si -0.35 0.39 -0.40
Cl 2.75 0.69 -3.02
Br -2.09 -0.83 -1.34
H -0.43 -1.44 1.33
H -0.12 0.32 2.25
H -1.62 -0.10 1.52
H 2.39 1.23 -1.74
```

Charge: 0
Lowest unoccupied orbital energy (eV): -0.992
HOMO-LUMO gap (eV): 8.02
Multiplicity: 1
HOMO (eV): -9.01
ΔE to the lowest compared entry with this formula, charge and spin (kJ/mol): 200.5

Mulliken atomic charge list, values in e, 2 entries: number 1, C, carries -0.969; number 2, Si, carries 0.344

No. 3
ORCA calculation (ωB97M-V with the def2-TZVPD basis set) on CH4BrFSi in the gas phase at a distorted geometry.

Geometry as XYZ:
```
8
CH4BrFSi ωB97M-V with the def2-TZVPD basis set
C -0.88 0.35 0.45
F 0.85 -2.08 0.16
Si 0.59 -0.15 -0.60
Br 2.40 0.97 -0.03
H -1.69 -0.37 0.33
H -0.60 0.35 1.50
H -1.25 1.34 0.20
H 0.59 -0.40 -2.02
```

Charge: 0
Lowest unoccupied orbital energy (eV): 0.475
HOMO-LUMO gap (eV): 11.75
SMILES string: C[Si@H](F)Br
Multiplicity: 1
HOMO (eV): -11.28
ΔE to the lowest compared entry with this formula, charge and spin (kJ/mol): 138.7

Mulliken atomic charge list, values in e, 2 entries: number 1, C, carries -0.873; number 2, F, carries -0.548

No. 4
ORCA calculation (ωB97M-V with the def2-TZVPD basis set) on 2 unconnected molecules or ions with the total composition CH4BrP at a distorted geometry.

Geometry as XYZ:
```
7
CH4BrP ωB97M-V with the def2-TZVPD basis set
C 0.86 0.85 0.59
P -0.41 -1.00 -1.19
Br -1.57 -2.19 0.17
H 0.17 1.61 0.71
H 1.85 1.10 0.27
H 0.76 -0.07 1.07
H -1.66 -0.30 -1.62
```

<S²>: 2.006
Charge: 0
Lowest unoccupied orbital energy (spin up / spin down) (eV): 0.611 / -1.725
HOMO-LUMO gap (spin up / spin down) (eV): 7.98 / 8.25
Multiplicity: 3
HOMO (spin up / spin down) (eV): -7.37 / -9.97
ΔE to the lowest compared entry with this formula, charge and spin (kJ/mol): 0.0

Mulliken atomic charge list, values in e, 2 entries: number 1, C, carries -1.099; number 2, P, carries 0.024

No. 5
ORCA calculation (ωB97M-V with the def2-TZVPD basis set) on a molecular structure, CH4CaIO at a distorted geometry.

Geometry as XYZ:
```
8
CH4CaIO ωB97M-V with the def2-TZVPD basis set
Ca 0.75 -2.57 -3.05
I 0.36 0.35 -2.74
C -0.38 0.20 1.18
O 0.41 1.31 0.85
H 0.28 -0.64 1.40
H -0.99 0.25 2.08
H -1.03 -0.17 0.38
H 0.60 1.27 -0.09
```

Charge: +1
Lowest unoccupied orbital energy (eV): -6.642
HOMO-LUMO gap (eV): 5.89
Multiplicity: 1
HOMO (eV): -12.53
ΔE to the lowest compared entry with this formula, charge and spin (kJ/mol): 29.2

Mulliken atomic charge list, values in e, 2 entries: number 1, Ca, carries 1.239; number 2, I, carries -0.254

No. 6
ORCA calculation (ωB97M-V with the def2-TZVPD basis set) on a molecular structure, CH4CdO2 at a distorted geometry.

Geometry as XYZ:
```
8
CH4CdO2 ωB97M-V with the def2-TZVPD basis set
H 1.91 -0.14 -0.92
O 0.63 -0.42 -0.19
Cd 1.99 0.69 0.87
O -0.68 -0.24 -0.25
C -1.37 -0.62 0.95
H -2.40 -0.86 0.66
H -0.88 -1.46 1.45
H -1.38 0.26 1.60
```

<S²>: 0.769
Charge: +1
Lowest unoccupied orbital energy (spin up / spin down) (eV): -6.945 / -7.538
HOMO-LUMO gap (spin up / spin down) (eV): 7.45 / 6.76
Multiplicity: 2
HOMO (spin up / spin down) (eV): -14.39 / -14.30

Mulliken atomic charge list, values in e, 2 entries: number 1, H, carries 0.276; number 2, O, carries -0.353

No. 7
ORCA calculation (ωB97M-V with the def2-TZVPD basis set) on a molecular structure, CH4Cl2N2OS2 at a distorted geometry.

Geometry as XYZ:
```
12
CH4Cl2N2OS2 ωB97M-V with the def2-TZVPD basis set
C 1.07 0.70 -0.52
N 0.43 -0.32 -0.17
N -3.61 0.67 0.15
O -5.11 -1.26 0.06
S -2.39 -1.65 0.95
S -3.81 -0.97 -0.41
Cl -2.33 1.50 -0.59
Cl -5.20 1.33 0.25
H 0.56 1.56 -0.71
H -1.21 -1.16 0.60
H 2.07 0.91 -0.99
H 0.99 -1.15 -0.01
```

Charge: 0
Lowest unoccupied orbital energy (eV): -0.054
HOMO-LUMO gap (eV): 9.04
Multiplicity: 1
HOMO (eV): -9.09
ΔE to the lowest compared entry with this formula, charge and spin (kJ/mol): 299.9

Mulliken atomic charge list, values in e, 2 entries: number 1, C, carries -0.211; number 2, N, carries -0.413

No. 8
ORCA calculation (ωB97M-V with the def2-TZVPD basis set) on 2 unconnected molecules or ions with the total composition CH4Cl2O at a distorted geometry.

Geometry as XYZ:
```
8
CH4Cl2O ωB97M-V with the def2-TZVPD basis set
Cl -1.97 1.16 2.86
Cl -0.58 -1.39 3.35
C -0.90 -0.09 2.20
H -1.37 -0.52 1.29
H 0.06 0.38 1.90
O 1.43 0.14 -3.50
H 2.03 -0.51 -3.93
H 1.29 0.84 -4.18
```

Charge: 0
Lowest unoccupied orbital energy (eV): 0.841
HOMO-LUMO gap (eV): 11.74
SMILES string: ClCCl.O
Multiplicity: 1
HOMO (eV): -10.90
ΔE to the lowest compared entry with this formula, charge and spin (kJ/mol): 9.2

Mulliken atomic charge list, values in e, 2 entries: number 1, Cl, carries -0.143; number 2, Cl, carries -0.143

No. 9
ORCA calculation (ωB97M-V with the def2-TZVPD basis set) on a molecular structure, CH4Cl2S at a distorted geometry.

Geometry as XYZ:
```
8
CH4Cl2S ωB97M-V with the def2-TZVPD basis set
C 0.90 1.18 -0.79
H 0.68 1.69 0.15
H 1.86 1.52 -1.19
H -0.81 -2.41 2.03
H -2.31 -1.47 1.21
S -0.98 -1.53 1.03
Cl -0.36 1.58 -1.96
Cl 1.03 -0.55 -0.47
```

Charge: 0
Lowest unoccupied orbital energy (eV): 0.789
HOMO-LUMO gap (eV): 10.39
Multiplicity: 1
HOMO (eV): -9.60
ΔE to the lowest compared entry with this formula, charge and spin (kJ/mol): 55.8

Mulliken atomic charge list, values in e, 2 entries: number 1, C, carries -0.254; number 2, H, carries 0.253

No. 10
ORCA calculation (ωB97M-V with the def2-TZVPD basis set) on 2 unconnected molecules or ions with the total composition CH4ClN2P at a distorted geometry.

Geometry as XYZ:
```
9
CH4ClN2P ωB97M-V with the def2-TZVPD basis set
C 0.79 1.21 -0.45
N 0.26 1.92 0.45
N -0.28 2.58 1.18
P -2.67 -0.66 0.49
Cl -3.34 0.89 -0.53
H -2.42 -1.57 -0.45
H 0.56 0.13 -0.49
H 1.60 1.60 -0.89
H -1.31 -0.29 0.50
```

Charge: 0
Lowest unoccupied orbital energy (eV): 0.857
HOMO-LUMO gap (eV): 9.62
Multiplicity: 1
HOMO (eV): -8.77
ΔE to the lowest compared entry with this formula, charge and spin (kJ/mol): 67.7

Mulliken atomic charge list, values in e, 2 entries: number 1, C, carries -0.265; number 2, N, carries 0.421

No. 11
ORCA calculation (ωB97M-V with the def2-TZVPD basis set) on a molecular structure, CH4ClN3 at a distorted geometry.

Geometry as XYZ:
```
9
CH4ClN3 ωB97M-V with the def2-TZVPD basis set
C -0.08 -0.44 0.16
N 0.20 -1.65 0.07
N 1.37 0.82 0.32
N -0.98 0.52 0.13
Cl -2.71 0.15 0.18
H -0.59 -2.20 -0.19
H 1.22 1.27 -0.58
H 2.22 0.15 0.18
H -0.65 1.38 -0.28
```

Charge: 0
Lowest unoccupied orbital energy (spin up / spin down) (eV): -0.098 / -0.098
HOMO-LUMO gap (spin up / spin down) (eV): 9.60 / 9.60
Multiplicity: 1
HOMO (spin up / spin down) (eV): -9.70 / -9.70
ΔE to the lowest compared entry with this formula, charge and spin (kJ/mol): 227.3

Mulliken atomic charge list, values in e, 2 entries: number 1, C, carries 0.538; number 2, N, carries -0.542

No. 12
ORCA calculation (ωB97M-V with the def2-TZVPD basis set) on 2 unconnected molecules or ions with the total composition CH4ClN3 at a distorted geometry.

Geometry as XYZ:
```
9
CH4ClN3 ωB97M-V with the def2-TZVPD basis set
C -0.72 -0.43 0.00
N -0.30 -1.54 -0.15
N 0.88 0.78 0.10
N -1.68 0.47 -0.13
Cl -3.39 0.16 0.01
H -0.74 -2.35 -0.45
H 1.19 0.39 -0.81
H 1.38 0.10 0.75
H -1.22 1.33 -0.34
```

Charge: 0
Lowest unoccupied orbital energy (eV): -0.090
HOMO-LUMO gap (eV): 8.89
Multiplicity: 1
HOMO (eV): -8.98
ΔE to the lowest compared entry with this formula, charge and spin (kJ/mol): 274.4

Mulliken atomic charge list, values in e, 2 entries: number 1, C, carries 0.537; number 2, N, carries -0.452